A single C5H10O molecule. Source: the OMol25 dataset; level of theory: ωB97M-V/def2-TZVPD.

Each line ends with the Mulliken charge.
Element x y z (Å)
C (-2.0358, 0.4596, -0.5404)  -1.209
C (-0.6105, 0.0773, -0.8926)  0.570
O (-0.3290, -0.3572, -1.9899)  -0.558
C (0.4505, 0.2569, 0.1920)  0.672
C (1.8549, 0.1865, -0.3986)  -1.456
C (0.2596, -0.8062, 1.2860)  -1.358
H (-2.3732, -0.0489, 0.3693)  0.313
H (-2.1023, 1.5373, -0.3474)  0.319
H (-2.6959, 0.2004, -1.3702)  0.329
H (0.2868, 1.2433, 0.6506)  0.260
H (1.9933, 0.9309, -1.1880)  0.352
H (2.0289, -0.7995, -0.8406)  0.302
H (2.6083, 0.3600, 0.3774)  0.418
H (0.3598, -1.8127, 0.8639)  0.324
H (-0.7214, -0.7376, 1.7682)  0.345
H (1.0260, -0.6901, 2.0604)  0.378

- Kohn-Sham gap: 10.5 eV
- Structure (SMILES): CC(=O)C(C)C
- E_HOMO: -9.5 eV
- Energy above the lowest of the compared OMol25 structures with the same formula, charge and spin: 0.1 kcal/mol